[1]
A cluster of 14 separate species, C21H70O23 in total at a distorted geometry. Source: the OMol25 dataset; level of theory: ωB97M-V/def2-TZVPD.

Computed properties:
Gap between HOMO and LUMO ... 9.76 eV
Energy relative to the best compared isomer or geometry (same formula, charge and spin) ... 0.0 kcal/mol
Highest occupied orbital energy ... -9.8 eV
LUMO level ... -0.01 eV
DFT total energy ... -69993.539 eV

```
! wB97M-V def2-TZVPD RIJCOSX def2/J DEFGRID3
* xyz 0 1
O 4.5679 1.5410 2.6966
H 4.2452 1.2827 3.5600
H 4.4042 0.7787 2.1414
O 4.4704 1.3770 -5.3529
H 4.7291 1.5081 -6.2651
H 3.5348 1.5786 -5.3374
O -0.1160 3.5663 -6.3566
H -0.9274 3.3551 -5.8948
H -0.3951 4.1015 -7.0995
O -3.7816 -1.1413 3.7340
H -4.5611 -1.6513 3.5136
H -3.1893 -1.2765 2.9943
C 9.6587 0.1794 -0.7946
C 8.1672 0.0263 -1.1921
O 7.5713 1.3273 -1.2247
O 10.0020 0.0426 0.5813
H 10.1233 1.0421 -1.2721
H 10.0361 -0.6924 -1.3291
H 7.4979 -0.5341 -0.5392
H 8.2133 -0.4089 -2.1904
H 6.9920 1.3788 -1.9884
H 10.9612 0.0785 0.5970
C -5.9937 -2.8332 -4.5501
C -6.5497 -1.5870 -4.0074
O -7.5859 -0.9958 -4.7891
O -4.5516 -2.8984 -4.1016
H -6.0228 -2.7801 -5.6384
H -6.5137 -3.6877 -4.1171
H -5.9519 -0.7899 -3.5655
H -7.2483 -1.8820 -3.2244
H -7.7120 -0.0904 -4.4962
H -4.5366 -3.3283 -3.2434
C 0.6241 0.2110 6.9590
C 0.2775 -1.3818 7.0333
O -1.1035 -1.6985 7.4585
O 0.1006 0.6882 5.7230
H 1.6770 0.3492 7.2045
H 0.1332 0.7508 7.7688
H 0.9028 -1.8381 7.8007
H 0.6284 -1.9419 6.1665
H -1.7393 -1.4735 6.7753
H -0.8479 0.5508 5.7790
C -2.9704 6.3515 4.1132
C -1.9979 7.4576 4.5591
O -1.7044 7.4161 5.9391
O -4.3675 6.5536 4.5799
H -2.6966 5.3324 4.3863
H -2.9487 6.3785 3.0237
H -2.4211 8.4376 4.3384
H -1.2022 7.2256 3.8512
H -2.4252 7.0991 6.4883
H -4.6931 7.4193 4.3225
C 5.2670 -5.2551 3.7607
C 5.3004 -3.7230 3.7159
O 4.4370 -3.2386 2.7114
O 3.9585 -5.5932 4.3816
H 5.9982 -5.3962 4.5567
H 5.7251 -5.8541 2.9736
H 6.3177 -3.3349 3.6648
H 4.8655 -3.5448 4.6994
H 3.8286 -3.9619 2.5430
H 3.8137 -6.5358 4.4919
C 2.5840 6.5672 -1.9309
C 1.2055 7.2830 -1.9674
O 0.8207 7.8523 -0.7568
O 3.6116 7.4499 -1.3858
H 2.8246 6.2553 -2.9473
H 2.4976 5.7523 -1.2122
H 0.3902 6.7408 -2.4463
H 1.3788 8.0919 -2.6771
H -0.1158 7.9253 -0.9546
H 4.0216 8.0566 -2.0066
C -9.6053 3.2514 -0.5871
C -9.1715 2.2530 0.5594
O -7.8660 2.6669 0.9999
O -8.5083 3.4571 -1.5094
H -9.9168 4.2559 -0.3006
H -10.4572 2.7990 -1.0946
H -9.3208 1.1905 0.3675
H -9.8409 2.3509 1.4140
H -7.7575 2.3112 1.8849
H -7.7778 3.4131 -0.8880
C -1.4969 -7.2880 -0.2325
C -2.7012 -6.8141 0.6345
O -2.9586 -5.5387 0.1212
O -0.3188 -6.5046 -0.0348
H -1.8091 -7.3883 -1.2720
H -1.2591 -8.3377 -0.0600
H -2.3745 -6.7011 1.6682
H -3.4867 -7.5692 0.6032
H -2.3057 -4.8657 0.3269
H 0.0673 -6.6654 -0.8989
C 2.9222 -5.5403 -6.7162
C 2.7033 -5.1201 -5.2886
O 3.5425 -5.7222 -4.3135
O 4.2511 -5.6959 -7.0581
H 2.3623 -4.8541 -7.3516
H 2.3903 -6.4893 -6.7840
H 1.6185 -5.1685 -5.1937
H 2.8319 -4.0379 -5.3111
H 4.4611 -5.5504 -4.5335
H 4.6219 -4.8462 -7.3072
C -1.4059 1.3683 -0.2194
C -0.6894 0.1445 -0.5842
C 0.7569 0.3550 -1.0658
O -0.5737 -0.8133 0.3681
H -0.9693 1.9114 0.6188
H -2.4877 1.2807 -0.1189
H -1.3814 2.2060 -0.9163
H -1.2534 -0.2092 -1.4473
H 1.2497 -0.5673 -1.3735
H 1.3252 0.9776 -0.3748
H 0.7206 0.9819 -1.9568
H 0.3744 -0.8984 0.4930
*
```

[2]
A structure of composition C21H15Br2N2O4S4SbW. Source: the OMol25 dataset; level of theory: ωB97M-V/def2-TZVPD.

Computed properties:
<S²> ... 2.01
Gap between HOMO and LUMO (alpha / beta) ... 6.97 / 5.52 eV
Energy relative to the best compared isomer or geometry (same formula, charge and spin) ... 28.7 kcal/mol
Highest occupied orbital energy (alpha / beta) ... -8.0 / -8.5 eV
LUMO level (alpha / beta) ... -0.99 / -2.96 eV
DFT total energy ... -224981.208 eV

```
! wB97M-V def2-TZVPD RIJCOSX def2/J DEFGRID3
* xyz 0 3
W -1.2624 2.3191 2.6734
C -3.5730 -0.7692 2.5408
O -2.1687 -0.9203 2.3792
C -1.6114 -0.3753 1.2288
C -2.3793 -0.7522 -0.0238
C -1.8703 -1.6120 -0.8891
Br -2.7186 -2.0480 -2.5136
C -0.4715 -2.1595 -0.6728
C 0.4839 -1.0481 -1.0686
C 0.6404 -0.3027 0.0230
O 1.3214 0.8435 0.2037
C 0.9299 -0.7721 -2.4223
N 1.2665 -1.6617 -3.3073
C 1.6013 -0.9270 -4.4422
C 2.0291 -1.3712 -5.6918
C 2.2805 -0.4220 -6.6617
C 2.1147 0.9486 -6.4045
C 1.7022 1.4059 -5.1675
C 1.4540 0.4406 -4.1994
N 1.0505 0.5306 -2.8729
H -3.8882 0.2672 2.3922
H -3.7895 -1.0551 3.5662
H -4.1221 -1.4219 1.8594
H -3.3286 -0.2593 -0.1887
H -0.3021 -3.1193 -1.1513
H 1.8550 1.0352 -0.5800
H 2.1520 -2.4293 -5.8798
H 2.6114 -0.7338 -7.6435
H 2.3171 1.6620 -7.1924
H 1.5791 2.4627 -4.9689
H 0.5348 1.3056 -2.4875
S 0.4039 3.9467 2.4773
Sb -1.3801 5.6220 2.3966
S -2.9048 3.8128 1.9602
S -1.7499 1.9678 4.6988
S -1.2258 6.4545 0.1846
Br 1.2925 -3.4126 5.6552
C 1.1440 -1.8635 4.5831
C 1.5633 -0.6471 5.1001
C 1.4457 0.4837 4.3114
C 0.9259 0.3830 3.0300
C 0.4985 -0.8397 2.5242
C 0.6110 -1.9783 3.3110
C -0.1446 -0.9316 1.1728
O -0.2702 -2.2740 0.7344
O -1.5582 1.0323 1.3110
H 1.9685 -0.5908 6.1003
H 1.7552 1.4483 4.6913
H 0.9119 1.2576 2.3886
H 0.2753 -2.9319 2.9320
*
```